Record 1
Molecular formula: C14H23N3O3
Method: DFT, wB97M-V/def2-TZVPD

Cartesian coordinates (Å):
C 6.0983 1.9633 -2.5926
C 6.3456 1.8777 -1.0911
C 5.0907 1.5134 -0.2961
C 4.5947 0.0965 -0.5828
C 3.5097 -0.3693 0.3864
C 2.2039 0.4059 0.2253
O 1.2077 -0.0687 1.1313
C 0.5107 -1.1487 0.7682
O 0.6533 -1.7124 -0.2875
C -0.4546 -1.5589 1.8533
C -1.7759 -2.0746 1.2708
C -2.5131 -0.9753 0.5566
C -2.7080 -0.9254 -0.7969
C -2.2100 -1.9752 -1.7372
N -3.3730 0.0930 -1.4056
C -3.8497 1.0512 -0.6746
N -4.5746 2.0402 -1.2626
N -3.7015 1.0845 0.6738
C -3.0314 0.0806 1.3890
O -2.9460 0.1790 2.6000
H 5.2952 2.6654 -2.8063
H 6.9959 2.3042 -3.1036
H 5.8256 0.9931 -2.9991
H 7.1250 1.1381 -0.8937
H 6.7121 2.8447 -0.7383
H 4.3053 2.2352 -0.5271
H 5.3176 1.5966 0.7695
H 4.2076 0.0361 -1.6008
H 5.4394 -0.5918 -0.5053
H 3.8575 -0.2655 1.4167
H 3.2975 -1.4252 0.2048
H 2.3321 1.4601 0.4745
H 1.8312 0.3041 -0.7998
H -0.6359 -0.7123 2.5145
H 0.0240 -2.3528 2.4325
H -2.3950 -2.4244 2.0999
H -1.5763 -2.9041 0.5954
H -1.1364 -2.1064 -1.6199
H -2.4322 -1.6701 -2.7551
H -2.6976 -2.9277 -1.5371
H -4.6965 2.9157 -0.7836
H -4.5367 2.0643 -2.2672
H -4.0996 1.8334 1.2281

Forces on the atoms, in the same order (eV/Å):
C 0.1 0.0 0.2
C -0.2 0.1 0.0
C 0.3 -0.2 -0.1
C -0.1 0.2 0.3
C -0.2 0.0 -0.1
C 0.4 -0.1 -0.3
O 0.0 0.2 0.3
C -0.2 -0.1 0.2
O 0.1 -0.1 -0.1
C -0.1 -0.1 -0.1
C 0.1 0.3 0.0
C 0.1 -0.2 0.0
C 0.0 0.1 0.4
C 0.1 0.0 0.0
N -0.2 0.3 -0.5
C 0.1 -0.3 0.1
N -0.1 0.3 0.1
N -0.1 0.2 -0.1
C 0.0 0.1 -0.3
O 0.0 0.0 0.3
H -0.1 0.1 -0.1
H 0.0 0.0 -0.1
H 0.0 -0.1 -0.1
H 0.1 0.0 0.1
H 0.1 0.0 0.0
H -0.1 0.1 0.1
H -0.1 0.0 0.1
H 0.0 -0.1 -0.1
H 0.0 0.0 -0.1
H 0.0 0.0 0.0
H 0.0 0.0 0.1
H 0.0 -0.1 0.0
H 0.1 0.1 0.1
H 0.0 -0.1 0.0
H 0.1 0.0 0.0
H 0.1 -0.1 0.0
H 0.0 0.0 0.0
H 0.0 -0.1 0.0
H 0.0 0.0 0.0
H 0.0 -0.1 0.0
H 0.0 0.0 -0.1
H 0.0 0.0 0.0
H 0.1 -0.2 0.0

Values from the calculation:
- Relative energy (zero: lowest compared OMol25 entry of this formula, charge and spin): 0.0 kcal per mole
- Net charge: 0
- HOMO: -8.271 eV
- SMILES: CCCCCCOC(=O)CCc1c(C)nc(N)[nH]c1=O

Results of the natural (NBO) charge analysis, in e, for atoms 1 through 2: C -0.608; C -0.387

Record 2
Molecular formula: C14H23N3O9S
Method: DFT, wB97M-V/def2-TZVPD

Cartesian coordinates (Å):
C -3.0410 -4.2646 -1.6428
C -2.2324 -2.9896 -1.7991
O -2.0682 -2.4738 -2.9024
N -1.6841 -2.4412 -0.6844
C -0.9029 -1.2011 -0.6653
C -1.7452 -0.1214 0.0745
C -1.4139 1.3682 -0.3345
O -0.0732 1.6583 0.0587
C -2.3453 2.4348 0.3352
O -1.8899 2.6812 1.7113
C -3.8423 2.0634 0.2797
O -4.6840 3.1031 0.7798
O -1.6334 -0.1842 1.5428
C -0.4503 -0.5141 2.1067
C -0.2411 -0.0794 3.4757
O 0.5129 -0.7110 4.2311
O -0.9288 1.0394 3.8567
C 0.6130 -1.0804 1.3740
C 0.5522 -1.4231 -0.1228
N 1.4040 -0.4398 -0.7516
C 2.7015 -0.5636 -0.8602
C 3.5251 -1.6951 -0.2745
N 3.2525 0.5495 -1.4100
S 4.4670 1.2213 -0.4877
C 4.8635 2.7414 -1.4019
O 5.6790 0.4371 -0.3162
O 3.8408 1.5398 0.8230
H -2.5288 -4.8644 -0.9058
H -4.0460 -4.0607 -1.3225
H -3.0136 -4.8049 -2.5978
H -1.7668 -2.9581 0.1691
H -0.8275 -0.8200 -1.7120
H -2.8180 -0.2921 -0.1701
H -1.5556 1.4420 -1.4290
H 0.5372 0.9328 -0.1384
H -2.2340 3.3091 -0.2981
H -0.9459 2.9759 1.6398
H -4.1013 1.8804 -0.7356
H -4.0465 1.1574 0.8922
H -4.2438 3.3749 1.6130
H -1.5017 1.3807 3.1152
H 1.5423 -1.2757 1.9293
H 0.8683 -2.4240 -0.3669
H 4.5304 -1.6970 -0.6645
H 3.5675 -1.6296 0.8254
H 3.0560 -2.6518 -0.5075
H 2.5102 1.2019 -1.5171
H 5.5624 3.4119 -0.8679
H 3.9646 3.3103 -1.5637
H 5.2551 2.4457 -2.3829

Forces on the atoms, in the same order (eV/Å):
C 1.2 0.1 -0.3
C 0.1 0.6 -1.6
O -0.2 -0.2 0.6
N 0.4 0.0 0.3
C -0.5 0.2 -0.5
C 0.3 1.1 0.4
C 0.3 -1.3 0.6
O -1.2 1.4 0.1
C 0.7 -1.0 0.3
O 0.0 0.4 -1.3
C 0.5 -0.1 2.0
O 1.0 0.1 0.4
O -0.7 -0.2 -0.6
C 2.8 -1.7 -4.4
C 0.9 -0.4 3.1
O -1.8 2.0 -1.6
O 0.3 -1.0 -0.7
C -2.1 0.1 1.9
C -0.9 1.3 0.9
N 2.1 -0.3 -0.6
C -3.5 -1.6 2.0
C -0.4 0.1 -0.2
N 2.6 0.1 -1.1
S 1.2 1.8 4.6
C 0.0 -0.5 -0.3
O -1.3 0.2 -1.6
O 0.6 0.0 -2.7
H -0.1 -0.5 0.4
H -0.5 0.1 0.1
H -0.2 0.3 0.3
H 0.0 0.0 0.4
H -0.1 -0.7 0.7
H 0.8 -0.1 0.4
H 0.1 0.0 0.2
H 0.1 -0.2 -0.5
H 0.2 0.6 0.3
H -1.1 -0.4 0.0
H -0.3 -0.2 -0.9
H 0.3 0.3 -0.4
H -0.6 0.0 -0.6
H 0.6 -0.3 0.4
H -0.6 0.2 -0.3
H 0.0 -0.6 0.2
H 0.3 0.0 0.0
H 0.0 0.3 -0.4
H -0.1 0.1 -0.1
H -0.7 1.0 -0.3
H -0.2 -0.9 0.1
H -0.6 0.1 0.0
H 0.1 0.0 0.3

Values from the calculation:
- Net charge: 0
- HOMO: -8.967 eV
- SMILES: CC(=O)N[C@H]1[C@H]([C@H](O)[C@H](O)CO)OC(C(=O)O)=C[C@@H]1/N=C(\C)NS(C)(=O)=O

Results of the natural (NBO) charge analysis, in e, for atoms 1 through 2: C -0.701; C 0.679

Record 3
Molecular formula: C14H24AlOSm
Method: DFT, wB97M-V/def2-TZVPD

Cartesian coordinates (Å):
C -2.9914 0.1198 -0.8054
C -2.0982 0.8586 -1.8944
C -0.5638 0.8067 -1.4899
C 0.0597 2.1669 -0.9970
Al 0.9580 2.1928 0.8500
C -0.4608 1.9095 2.3345
O -0.8980 0.4917 2.4871
C -2.2330 0.3880 3.0430
C 2.5914 0.8882 1.0393
C 2.2790 -0.2806 0.3111
C 1.5313 -1.3225 0.9136
C 1.2204 -2.4622 0.2236
C 1.6277 -2.6228 -1.1084
C 1.2633 -3.8585 -1.8208
C 2.3615 -1.6048 -1.7049
C 2.6767 -0.4532 -1.0302
H -3.3671 -0.8000 -1.2066
H -2.4073 -0.1773 0.1208
H -3.8246 0.8040 -0.5123
H -2.1799 0.2507 -2.7756
H -2.4271 1.8577 -2.1385
H -0.4609 -0.0144 -0.7853
H -0.0321 0.5227 -2.3802
H 0.8415 2.4566 -1.6776
H -0.6590 2.9875 -1.0305
H 1.5420 3.6431 1.0968
H -1.3986 2.4691 1.9897
H -0.2143 2.3657 3.2797
H -2.3098 -0.4615 3.6960
H -2.4951 1.2945 3.6240
H -3.0541 0.2438 2.2645
H 2.6539 0.6920 2.1015
H 3.4538 1.4100 0.6577
H 1.2255 -1.2374 1.9371
H 0.6792 -3.2649 0.6813
H 0.1828 -3.8891 -1.9142
H 1.6688 -3.9122 -2.8179
H 1.5547 -4.7339 -1.2637
H 2.6900 -1.7204 -2.7209
H 3.2501 0.3160 -1.5045
Sm -2.2363 1.6802 0.9274

Forces on the atoms, in the same order (eV/Å):
C 0.0 0.5 -0.7
C 1.1 -1.2 1.5
C -0.9 1.3 -0.4
C -0.6 -1.5 1.5
Al 0.6 1.0 -0.6
C 0.7 0.1 0.7
O -1.5 1.1 -0.3
C -0.1 0.0 1.0
C 0.4 -0.8 0.1
C -0.3 0.1 0.2
C -0.4 -0.9 -0.1
C 0.2 0.6 0.3
C 0.0 -0.2 0.2
C -0.2 0.1 -0.4
C 0.4 0.8 -0.3
C -0.1 -0.5 -0.4
H -0.4 -0.3 -0.1
H -0.6 -1.1 -1.4
H -0.2 -1.1 -0.3
H -0.3 0.0 -0.5
H -0.2 0.3 0.0
H 0.3 -0.2 0.2
H 0.3 -0.3 -0.3
H 0.4 0.3 -0.2
H -0.3 0.3 -0.3
H -0.1 -0.1 0.2
H 5.2 3.1 5.6
H 0.3 -0.2 0.5
H 0.1 -0.4 0.2
H 0.2 -0.3 -0.1
H 0.6 -0.7 1.0
H -0.2 0.3 0.4
H 0.1 0.6 -0.1
H -0.1 0.2 0.4
H -0.2 -0.3 0.3
H -0.3 -0.2 0.0
H 0.2 0.0 -0.3
H 0.1 -0.4 0.2
H 0.1 -0.1 -0.3
H 0.3 0.3 -0.2
Sm -4.4 -0.2 -7.2

Values from the calculation:
- Net charge: +2
- Spin multiplicity: 6
- HOMO (spin up / spin down): -14.664 / -14.226 eV

Results of the Löwdin charge analysis, in e, for atoms 1 through 2: C -0.161; C -0.190

Record 4
Molecular formula: C14H24BiI2O4S2Ti
Method: DFT, wB97M-V/def2-TZVPD

Cartesian coordinates (Å):
I 0.4604 -2.1519 -3.1166
I -0.5416 -1.3730 -5.7027
Ti 0.1184 -0.3050 -1.2847
Bi -0.3786 1.2015 1.1206
S 1.7734 -0.6192 0.0108
S -1.8842 -0.7497 -0.3913
C 1.7215 2.6024 0.9276
C 3.4894 -0.8761 -1.3460
C -3.6786 0.0348 -0.9494
C 3.3406 -0.5248 -2.7891
C 4.4652 0.0523 -0.6674
C 3.7891 -2.3439 -1.1627
C -3.9729 -0.1384 -2.4316
C -3.7456 1.4814 -0.5209
C -4.5717 -0.8659 -0.0861
C 0.8176 1.7112 -2.0646
C -0.3970 1.8032 -1.2788
O 2.8205 2.8877 0.7362
O 1.6848 2.3353 -2.6049
O -1.0666 2.8707 -1.3426
H 3.0437 0.5119 -2.9671
H 2.6212 -1.1808 -3.3216
H 4.3051 -0.7017 -3.2787
H 4.1745 1.0995 -0.7807
H 5.4638 -0.0473 -1.1218
H 4.5496 -0.1403 0.4041
H 3.8723 -2.6086 -0.1088
H 4.7574 -2.5744 -1.6342
H 3.0282 -2.9905 -1.6291
H -5.0216 0.1505 -2.6211
H -3.8357 -1.1786 -2.7472
H -3.3306 0.4884 -3.0625
H -4.7833 1.8532 -0.6153
H -3.0648 2.1206 -1.1019
H -3.4402 1.5862 0.5256
H -5.6219 -0.5657 -0.1651
H -4.2736 -0.7952 0.9644
H -4.4688 -1.9097 -0.4053
C -1.2238 0.6342 5.2732
C -0.0433 0.3978 4.3636
C 0.7095 -0.8539 4.6848
O 0.3338 1.1896 3.4597
H -0.9741 0.4435 6.3238
H -2.0400 -0.0773 5.0857
H -1.6402 1.6310 5.1652
H 0.2127 -1.7245 4.2308
H 1.7048 -0.7871 4.2442
H 0.7413 -1.0031 5.7795

Forces on the atoms, in the same order (eV/Å):
I -1.4 -0.7 -1.7
I 0.4 -0.3 1.1
Ti -2.4 -0.5 -1.9
Bi -0.8 0.0 1.9
S -0.2 0.2 1.1
S 0.7 -0.2 0.4
C 5.2 1.4 -0.7
C 3.8 -0.5 -1.5
C -2.5 0.4 -0.1
C -1.8 0.1 -0.7
C -0.6 0.6 1.0
C -1.3 -0.2 0.8
C 1.2 -0.4 -0.2
C 1.0 0.4 0.1
C 0.8 -0.4 0.2
C 4.6 3.5 -4.0
C -1.5 3.2 1.1
O -4.5 -0.9 0.9
O -3.1 -2.6 2.2
O 1.7 -3.3 -0.1
H 0.4 -0.1 0.0
H 1.2 0.7 0.4
H 0.2 0.1 0.3
H 0.1 0.0 -0.2
H -0.3 -0.2 -0.1
H 0.2 -0.2 -0.1
H 0.1 -0.1 0.0
H -0.1 0.3 -0.1
H 0.4 0.1 0.1
H 0.3 -0.1 0.3
H -0.2 0.1 0.0
H -0.2 0.0 0.1
H 0.4 -0.2 0.0
H -0.7 -0.2 0.0
H -0.3 0.0 0.2
H 0.2 0.1 -0.2
H -0.2 0.0 -0.1
H -0.2 0.2 0.1
C 0.0 0.7 -0.4
C -0.3 -0.9 1.7
C 0.4 0.3 -0.4
O -0.9 -0.5 -1.1
H 0.2 0.1 -0.2
H 0.3 -0.2 -0.3
H 0.0 0.2 0.0
H -0.1 0.1 0.2
H 0.1 -0.1 0.2
H 0.1 0.0 -0.6

Values from the calculation:
- Relative energy (zero: lowest compared OMol25 entry of this formula, charge and spin): 65.7 kcal per mole
- Net charge: +4
- Spin multiplicity: 2
- HOMO (spin up / spin down): -21.435 / -21.440 eV

Results of the natural (NBO) charge analysis, in e, for atoms 1 through 2: I 0.314; I 0.429

Going through the records in order, we get calculated total energy values of -937.329084 -1786.841666 -1522.609964 -3302.823646 Eh.